No. 1
Entry from the OMol25 dataset: a molecular structure, C13H29N2O6RuSe2 (ωB97M-V/def2-TZVPD).

LUMO level (alpha / beta)   0.413 / 0.100 eV
Gap between HOMO and LUMO (alpha / beta)   6.48 / 8.16 eV
Molar mass   568.4 g/mol
Spin multiplicity   6

XYZ file:
```
53
Properties=species:S:1:pos:R:3:mulliken_spin:R:1
Ru -0.17650 -0.39559 0.67501 2.51
Se -2.06077 -0.97343 -1.26263 0.07
Se -1.25820 2.30701 -0.31746 0.13
O -1.84739 -0.59371 1.96450 0.55
O 0.20535 2.01028 2.35850 -0.02
O 0.21519 -2.83549 -0.45790 0.02
O 1.28827 0.18545 3.07159 0.03
O 0.36428 -5.04314 0.02513 0.00
O -1.91202 -1.84586 1.65573 0.66
N 0.92792 -2.28862 2.09585 0.10
N 0.93276 -3.57814 1.58565 -0.01
C -1.93204 0.47857 -2.52231 0.01
C -0.06050 -5.31292 -1.32043 0.00
C 2.31437 1.11454 -1.00104 0.04
C -3.82792 -0.58470 -0.59174 0.01
C -2.20498 1.87050 -1.95855 0.01
C 0.60054 0.70927 2.22092 0.02
C 1.68511 1.67714 -2.28776 0.05
C 0.45534 -3.73552 0.31999 0.00
C 3.71160 0.59135 -1.35146 0.05
C 0.65737 2.70853 3.52858 0.00
C 1.48843 -0.02611 -0.45085 0.75
C 2.47422 2.24923 0.01818 0.06
C -2.75395 2.50877 0.91223 0.00
H 2.93517 1.87303 0.93635 -0.01
H 0.72463 2.15508 -2.08127 -0.03
H -2.91282 1.59479 1.47675 0.00
H -2.49634 3.31912 1.58812 0.00
H -0.91228 0.40184 -2.89392 0.00
H 0.96029 -4.37969 2.19418 0.00
H 3.65021 -0.21432 -2.08979 0.00
H -4.00689 -1.26500 0.23650 0.00
H -0.12152 2.66813 4.28947 0.00
H -4.54049 -0.76904 -1.39095 0.00
H -1.07938 -4.96418 -1.46877 0.00
H -3.26316 2.04222 -1.77558 0.00
H 4.33710 1.38885 -1.76683 0.00
H 1.82845 -2.01683 2.46328 -0.02
H 0.82666 3.73857 3.22251 0.00
H 4.20555 0.19630 -0.45994 -0.02
H 1.57084 2.27142 3.91631 0.00
H 3.11363 3.04198 -0.38608 0.00
H -3.89829 0.43742 -0.24038 0.00
H 0.20646 -2.16907 2.79605 -0.01
H 1.51517 2.69156 0.28685 -0.01
H 1.52276 0.87998 -3.02083 0.01
H -3.64672 2.78516 0.35408 0.00
H 0.59521 -4.81960 -2.03194 0.00
H -2.61168 0.27263 -3.34980 0.00
H -0.00574 -6.39060 -1.43186 0.00
H 2.33859 2.43271 -2.74301 0.01
H -1.88073 2.61108 -2.68861 0.00
H 1.75888 -1.01095 -0.85064 0.04
```

No. 2
Entry from the OMol25 dataset: 11 unconnected molecules or ions with the total composition H22O11 (ωB97M-V/def2-TZVPD).

LUMO level (alpha / beta)   -3.372 / -10.570 eV
Gap between HOMO and LUMO (alpha / beta)   10.10 / 2.91 eV
Charge   +1
Molar mass   198.2 g/mol
Spin multiplicity   2

XYZ file:
```
33
Properties=species:S:1:pos:R:3:mulliken_spin:R:1
O -13.67491 -5.22450 -2.17590 0.00
O -14.61210 -1.55667 -4.90440 0.00
O -13.73985 -2.68736 -1.31504 0.00
O -14.19080 -0.20339 -1.88870 0.00
O -15.19315 -5.42932 -4.71719 0.00
O -10.13163 -2.80565 -1.76909 0.03
O -11.84953 -2.59206 -4.02799 0.00
O -8.32601 -3.12409 -3.76945 0.80
O -11.99344 0.47862 -5.66942 0.00
O -9.67840 -1.72240 -5.86838 0.05
O -9.68036 -4.61980 -5.97365 0.18
H -8.69964 -2.92552 -4.62806 -0.02
H -10.15363 -2.05943 -1.17001 0.00
H -8.95777 -4.72076 -5.35405 -0.01
H -13.65914 0.21425 -2.56631 0.00
H -14.03204 -6.00862 -1.75895 0.00
H -10.61030 -1.66687 -5.65692 0.00
H -10.13797 -3.83120 -5.68221 -0.01
H -9.65523 -1.86960 -6.81391 0.00
H -10.90546 -2.69309 -2.32114 0.00
H -11.60737 0.80595 -4.85700 0.00
H -14.61296 -5.13255 -4.01609 0.00
H -12.51623 -1.93557 -4.22991 0.00
H -14.94806 -0.66064 -4.88205 0.00
H -13.71431 -1.84686 -1.77235 0.00
H -12.31089 -3.42866 -4.08699 0.00
H -15.39509 -2.10553 -4.94792 0.00
H -12.93708 0.57919 -5.54427 0.00
H -14.87778 0.43454 -1.69551 0.00
H -12.96052 -2.68199 -0.75931 0.00
H -14.11890 -4.49733 -1.73962 0.00
H -9.06369 -3.05065 -3.16392 -0.01
H -15.74141 -4.66946 -4.91277 0.00
```

No. 3
Entry from the OMol25 dataset: a molecular structure, C43H56CaClN5O3S2 (ωB97M-V/def2-TZVPD).

LUMO level   3.488 eV
Gap between HOMO and LUMO   4.07 eV
Charge   -2
Molar mass   830.6 g/mol

XYZ file:
```
111
Properties=species:S:1:pos:R:3:mulliken_charge:R:1
Ca -0.20248 -1.49741 -2.02572 0.47
Cl -5.38226 3.39193 6.47461 -0.26
S -0.27212 -3.11436 0.47260 -0.30
S -2.10057 -3.05908 -3.36899 -0.35
O 0.67867 -0.42302 -3.72242 0.70
O 2.76760 -0.36460 -4.56210 -0.73
O 2.61892 1.25774 4.64206 -0.80
N 1.82300 2.05398 0.13770 -1.04
N 2.37847 -2.15071 -0.85754 2.59
N 0.89438 -3.62229 -3.16912 1.41
N 0.45537 0.42142 -0.57875 1.46
N 1.56187 1.16856 1.14093 2.84
C 0.46666 -4.94681 -2.68410 -1.27
C 2.42632 -2.36988 0.56649 -0.77
C 2.33281 -3.44783 -3.00599 -0.89
C -4.40481 -0.95057 -2.25515 -1.84
C 2.32304 1.17599 2.37826 -3.15
C -2.32428 1.06279 5.38686 0.17
C 0.41379 0.68362 3.98152 -1.81
C -2.61927 0.72477 -3.16471 0.87
C 2.60193 -2.87203 3.30630 -0.56
C -3.87368 3.04764 4.24590 -1.56
C -1.40913 -3.01710 -6.01721 -0.85
C -3.38038 0.13802 -2.13845 -0.08
C 0.41542 -3.42525 -4.52114 0.17
C 2.73350 -3.40515 -1.54066 -1.83
C -0.96589 -3.18932 -4.69882 0.60
C -3.09788 0.82680 -0.94024 1.13
C -2.85103 2.45374 3.52220 0.37
C -2.58740 0.32710 -4.61087 -1.56
C -1.71650 2.89501 -0.25569 -0.58
C 1.28349 -2.86470 1.23714 0.16
C -2.18510 1.85802 -1.22696 0.52
C -3.73077 0.53794 0.38674 -1.23
C 1.27884 -3.45397 -5.61066 -0.38
C 0.41029 3.71976 2.72595 -1.94
C -0.54767 -3.04581 -7.10095 -0.58
C 1.56599 -0.06308 -4.55806 -0.84
C 2.70445 3.89849 3.60778 -2.16
C 1.36864 3.15719 3.77970 2.49
C 3.24382 -1.06519 -1.32930 -1.43
C 3.71263 -2.38235 2.63213 -1.02
C -0.94969 0.80808 3.27119 1.18
C -1.87500 1.78161 -2.60097 0.31
C -4.10419 2.64352 5.54772 0.36
C 1.42339 -3.10363 2.61638 -0.39
C 1.12638 1.56720 -0.86417 -1.44
C -2.04791 1.46001 4.08037 -0.73
C -0.91880 2.65563 -3.35814 -1.93
C 0.80874 -3.25846 -6.90344 -0.85
C 0.80137 3.49326 5.16517 -1.91
C 3.60862 -2.14074 1.26873 -0.27
C -3.34015 1.64589 6.12782 -1.03
C 1.60830 1.61557 3.66809 2.88
C 0.73309 0.21929 0.69386 -1.35
H 2.33833 -3.60135 -5.45465 0.30
H 3.50064 3.44566 4.19790 0.36
H 2.20145 1.26212 5.50862 0.62
H -0.86686 1.32345 2.31770 -0.66
H 3.01065 3.92314 2.55977 0.35
H -2.92251 1.13300 -5.28138 0.43
H 2.63743 -2.53211 -3.51754 0.24
H -0.66522 3.56529 -2.80303 0.44
H -3.70057 1.41109 1.04394 0.09
H 2.98136 -0.78803 -2.35006 -0.09
H -0.15021 2.99413 5.35553 0.24
H -0.94484 3.54464 -0.68260 0.31
H -1.33670 2.98785 -4.31751 0.41
H 2.64208 -3.05774 4.37411 0.36
H -2.52019 3.56719 0.09035 0.46
H 3.82635 -3.54705 -1.47624 0.31
H 4.46797 -1.75969 0.73017 0.34
H -0.56406 -5.10882 -2.98323 0.37
H 0.69187 3.44804 1.71016 0.28
H -0.93806 -2.87897 -8.09928 0.34
H -1.28737 -0.19817 3.00462 0.86
H -4.48931 3.81701 3.79902 0.43
H 2.68878 0.16347 2.54812 -0.42
H -2.67535 2.75818 2.49715 0.43
H -4.13279 -1.86851 -1.72093 0.19
H 4.63873 -2.17884 3.15641 0.36
H 0.61950 4.56901 5.22734 0.50
H 1.50135 -3.25520 -7.73673 0.35
H 1.18199 0.60409 -5.35976 0.25
H -1.57948 0.04180 -4.93495 -0.01
H 2.58190 4.93552 3.93158 0.51
H -1.27034 2.46667 0.65292 -0.06
H 1.11665 -5.72720 -3.11157 0.31
H -3.26218 -0.29014 0.94208 0.06
H 2.27365 -4.22623 -0.99206 0.57
H 3.13204 -0.19655 -0.68436 0.41
H -2.46353 -2.81600 -6.16452 0.37
H -4.56110 -1.24868 -3.29326 0.35
H 3.18689 1.80697 2.18837 0.40
H 2.88302 -4.28495 -3.47044 0.46
H -1.73693 0.27164 5.83972 0.42
H -5.37842 -0.63216 -1.85390 0.46
H 1.49827 3.24292 5.97121 0.41
H 0.43615 4.81224 2.78824 0.69
H 0.24888 0.75810 5.06200 1.09
H 0.80347 -0.32677 3.83016 -0.33
H 0.55241 -3.47507 3.14481 0.43
H 4.30642 -1.35809 -1.33613 0.44
H 0.02498 2.14730 -3.60592 -0.08
H -3.22047 -0.54286 -4.79828 0.19
H -4.79081 0.26724 0.29228 0.44
H 0.49060 -4.98369 -1.59732 0.16
H -0.62156 3.42157 2.89335 0.22
H 1.09786 2.02966 -1.83883 0.47
H -3.54928 1.32882 7.14071 0.41
H 0.38365 -0.62217 1.27221 -0.20
```

No. 4
Entry from the OMol25 dataset: a molecular structure, C24H18B4Cl60O4 (ωB97M-V/def2-TZVPD).

LUMO level   -0.115 eV
Gap between HOMO and LUMO   9.52 eV
Molar mass   2540.8 g/mol

XYZ file:
```
110
Properties=species:S:1:pos:R:3:mulliken_charge:R:1
Cl -4.27803 4.73867 -2.10708 -0.05
Cl 5.88970 6.27086 -4.53987 -0.05
Cl -6.00074 2.46336 -2.57702 -0.10
Cl 6.11983 -5.40925 3.93940 -0.10
Cl -3.45702 -4.33573 -2.00002 -0.05
Cl 0.08899 13.22914 -1.51895 -0.10
Cl 8.75574 -2.21572 -4.30282 -0.01
Cl 6.63367 7.54072 -7.02959 -0.11
Cl 2.91530 1.97066 6.48668 -0.10
Cl -0.26567 -4.66333 -2.46765 0.08
Cl -1.64491 -7.54827 3.23745 -0.09
Cl 10.45321 -1.99744 -6.65104 -0.09
Cl -0.75416 10.98854 0.09982 -0.05
Cl 0.58517 8.47181 -1.12210 0.00
Cl 3.60123 0.82021 -0.72686 -0.02
Cl 1.99365 -2.84611 -2.48740 0.00
Cl -4.89643 -6.22343 -3.64529 -0.09
Cl -6.99849 2.55996 5.55289 -0.11
Cl -4.59038 -6.71473 -0.81174 -0.08
Cl -0.38144 6.30234 -2.77273 -0.02
Cl 5.02106 3.02129 -1.98201 -0.08
Cl 2.39320 6.36847 -1.95899 -0.02
Cl 3.34015 -4.97228 3.30790 -0.01
Cl 1.40684 8.28238 -3.88727 -0.11
Cl -0.82542 -7.55356 0.46434 0.04
Cl -1.76021 6.99420 0.67586 -0.07
Cl 1.57537 1.93320 3.92438 0.00
Cl -3.99268 3.18563 -4.52822 -0.10
Cl -4.60086 0.97093 5.84734 -0.07
Cl 7.24311 4.74820 -6.58802 -0.03
Cl -3.19859 2.04896 -1.99011 0.01
Cl -6.98772 -0.20004 4.69071 -0.05
Cl -6.90377 0.43245 7.50992 -0.11
Cl 11.28857 -3.59368 -4.38951 -0.10
Cl 6.38348 -0.61715 -6.32692 -0.08
Cl 4.37393 2.64394 4.08223 -0.10
Cl 8.94375 0.73311 -6.19483 -0.08
Cl -0.40063 13.59223 1.30711 -0.10
Cl 3.54787 1.12370 -3.60197 -0.10
Cl 5.12877 -2.71645 3.58253 -0.11
Cl 1.93788 -5.10912 -4.28702 -0.11
Cl 5.99019 0.31204 -2.27535 -0.02
Cl -0.30929 -9.86180 2.13935 -0.10
Cl 6.88159 1.70082 -7.97847 -0.11
Cl 6.58056 1.99505 -5.11432 0.06
Cl 1.90068 12.08307 0.42030 -0.10
Cl -9.11479 -4.14597 2.27687 -0.10
Cl -1.81302 4.22389 -0.13868 0.04
Cl 1.15522 -7.39800 2.53700 -0.05
Cl -1.73160 4.89691 2.67076 -0.10
Cl -7.37975 -3.93086 -0.02454 -0.01
Cl 8.67476 6.78890 -5.12405 -0.10
Cl 5.37171 -4.47739 1.30731 -0.07
Cl -8.35698 -1.54108 1.27419 -0.08
Cl 9.10095 -4.48383 -6.05691 -0.10
Cl 3.54448 -0.08542 4.55344 -0.08
Cl -10.17059 -3.20634 -0.24467 -0.10
Cl 2.29696 -5.52734 -1.44753 -0.08
Cl -2.30775 -6.93602 -2.57257 -0.08
Cl 0.59051 5.34528 1.00708 -0.05
O -4.62069 0.19470 2.69988 -0.01
O -1.50367 0.43319 0.41005 0.20
O -1.51970 -0.15818 2.72813 0.05
O -0.84560 -1.79520 1.13004 -0.55
C -8.75696 -3.20753 0.81971 0.29
C -3.28060 -3.34708 2.88532 -0.95
C 1.49037 -4.53548 -2.67264 0.08
C -1.98272 -2.63061 3.37858 0.60
C 2.86196 -1.07513 1.31213 1.43
C -4.27720 -2.91106 0.59386 -0.22
C 3.10187 1.61820 4.76235 0.18
C 0.82047 -0.41991 -0.35885 0.18
C 4.98897 -4.39459 3.03254 0.27
C 2.01300 -0.77800 0.51295 -0.64
C -6.37114 0.94019 5.89878 0.22
C 7.19731 0.95316 -6.40227 0.26
C -3.81151 -6.05152 -2.25864 0.28
C 4.54012 1.31934 -2.14527 0.01
C -0.40865 -8.09534 2.09505 0.21
C 9.89639 -3.06896 -5.35029 0.29
C -4.36770 3.11042 -2.80000 0.20
C -4.37395 2.31033 1.21934 -0.11
C 1.00078 7.35616 -2.43390 0.16
C -1.17829 5.36525 1.05334 0.08
C 7.11122 6.33676 -5.82166 0.24
C -3.25672 -3.78954 1.37527 0.35
C -0.85581 -3.64287 3.85606 -1.27
C 0.20912 12.47467 0.07730 0.33
B -2.20860 0.42481 1.62641 0.30
B -0.56311 -0.61529 0.41958 -0.49
B -3.78348 0.98000 1.85598 0.14
B -1.44161 -1.52999 2.37288 0.02
H 0.87689 -1.01145 -1.29535 -0.12
H 0.96646 0.64551 -0.64042 0.31
H -4.13223 -2.64535 3.01662 0.22
H -2.26805 -2.07804 4.30428 0.23
H -4.77741 2.94034 2.04580 0.30
H -0.79932 -4.54740 3.22591 0.12
H -1.09782 -3.88014 4.91486 0.44
H -3.65395 -4.82845 1.33906 0.27
H 3.41046 -1.37290 2.20513 -0.54
H -3.53604 2.81711 0.70467 -0.40
H -2.24949 -3.83223 0.92009 0.09
H -5.21299 2.01883 0.55226 0.14
H -3.43019 -4.26287 3.49842 0.40
H -4.99957 -0.54276 2.19644 0.07
H -4.03131 -1.82308 0.60264 -0.51
H -5.25520 -2.99040 1.14220 0.05
H -4.49095 -3.28100 -0.43007 0.31
H 0.10418 -3.08318 3.89331 0.25
```

No. 5
Entry from the OMol25 dataset: a molecular structure, C15H23BN6SiTc (ωB97M-V/def2-TZVPD).

LUMO level (alpha / beta)   -8.114 / -9.975 eV
Gap between HOMO and LUMO (alpha / beta)   6.78 / 4.96 eV
Charge   +2
Molar mass   424.3 g/mol
Spin multiplicity   4

XYZ file:
```
47
Properties=species:S:1:pos:R:3:mulliken_spin:R:1
Tc -1.76729 -0.52293 1.01906 1.81
Si 2.40668 -1.54710 3.68218 -0.01
N -0.32919 0.71173 -3.29104 0.38
N -2.56328 1.55900 -1.24083 0.01
N -2.78038 -0.72578 -1.97758 0.02
N -1.58167 0.99740 -3.66569 -0.04
N -1.77391 1.22342 -0.11910 -0.02
N -2.01004 -1.25692 -0.91581 -0.02
C 3.94622 1.88261 -0.65882 0.00
C -2.35575 -2.59154 -0.84249 0.01
C -1.49605 1.51057 -4.93769 0.35
C -2.86117 3.16187 0.27910 0.00
C -1.83296 2.32004 0.71685 0.01
C -3.29602 2.64091 -0.93472 0.02
C -0.12467 -0.96670 1.96061 -0.28
C -3.72916 -1.62019 -2.30453 0.02
C -3.49301 -2.80595 -1.62500 0.00
C 3.33570 0.06783 4.11561 0.01
C 3.67645 -2.72324 2.85790 0.01
C -0.13384 1.56325 -5.28484 0.33
C 0.57112 1.05683 -4.18856 -0.02
C 0.81977 -1.26439 2.77007 0.40
C 1.56289 -2.33422 5.20752 0.01
B -2.75036 0.71386 -2.51593 -0.01
H 4.34433 2.03919 0.34747 0.00
H -2.42070 1.78455 -5.42785 0.00
H 0.32355 1.88227 -6.16622 0.00
H -4.54397 -1.38199 -2.97800 0.00
H 4.26893 0.01473 4.70218 0.00
H 4.52238 -3.10190 3.45837 0.00
H 2.86237 1.78148 -0.55758 0.00
H -4.11397 -3.68620 -1.62634 0.00
H -3.30162 3.98125 0.82072 0.00
H 0.93252 -3.12280 4.76303 0.00
H 3.13311 -3.61575 2.50870 0.00
H -4.10068 2.97778 -1.56983 0.00
H 4.13597 -2.22994 1.98528 0.00
H 1.58881 0.84658 -3.87996 0.00
H -1.84004 -3.29526 -0.19695 0.00
H 4.30797 1.01258 -1.07741 0.00
H 0.90569 -1.53921 5.60706 0.00
H -3.79703 0.97535 -3.02477 0.00
H 2.65620 0.72499 4.68358 0.00
H 3.59928 0.57171 3.17371 0.00
H -1.23151 2.37983 1.61667 0.00
H 4.19905 2.72371 -1.30976 0.00
H 2.12927 -2.77332 6.04164 0.00
```

No. 6
Entry from the OMol25 dataset: a molecular structure, C2H3NS (ωB97M-V/def2-TZVPD).

LUMO level (alpha / beta)   -0.351 / -0.916 eV
Gap between HOMO and LUMO (alpha / beta)   8.43 / 7.56 eV
Molar mass   73.1 g/mol

XYZ file:
```
7
Properties=species:S:1:pos:R:3:mulliken_charge:R:1
S 1.77780 0.06217 -0.07502 -0.19
N -0.28256 -0.91151 0.56781 -0.44
C 0.86640 -0.64354 1.23301 -0.06
C 0.12063 -0.52561 -0.61933 -0.16
H 1.12194 -0.82110 2.21520 0.47
H 0.53509 1.82461 -0.32114 0.01
H -0.50703 -0.50281 -1.50118 0.38
```